Molecular formula: C7H18N3O2S
Method: DFT, the ωB97M-V functional and the def2-TZVPD basis

```
31
Properties=species:S:1:pos:R:3
C 0.393 -0.832 -3.363
N -0.588 -0.741 -2.156
C -1.127 -2.048 -1.887
C -0.929 0.406 -1.746
S -1.898 0.520 -0.164
O -1.728 1.976 0.027
O -3.397 0.578 -1.078
N 0.086 0.035 0.456
C -0.256 -0.384 1.789
C 0.853 -0.514 2.874
N 1.609 0.766 2.841
C 2.056 1.082 1.457
C 0.862 1.269 0.572
H 1.069 -1.698 -3.173
H -0.228 -0.960 -4.250
H 0.920 0.118 -3.296
H -1.378 -2.649 -2.813
H -0.251 -2.660 -1.562
H -2.036 -2.102 -1.199
H -0.495 1.281 -2.121
H -3.865 1.181 -0.611
H -0.714 -1.428 1.679
H -1.024 0.264 2.073
H 0.429 -0.483 3.871
H 1.460 -1.382 2.610
H 0.898 1.519 2.958
H 2.297 0.945 3.469
H 2.678 0.398 0.951
H 2.786 1.972 1.367
H 0.245 2.015 0.887
H 1.273 1.556 -0.463
```

net charge = +1
HOMO level = -0.40344 Ha
orbital gap = 7.904 eV
ΔE to the lowest compared entry with this formula, charge and spin = 75.2 kcal/mol

Löwdin population analysis, charges in e, atoms 1 to 8: 0.051 -0.190 -0.041 -0.098 0.933 -0.462 -0.289 -0.252